19
Properties=species:S:1:pos:R:3:forces:R:3:mulliken_charge:R:1 method="wB97M-V/def2-TZVPD" homo_energy_ev=-13.2 total_energy_ha=-605.3703 e_lumo_ev=-3.48 charge=+1 homo_lumo_gap_ev=9.7
Ag -0.387 -0.192 -0.282 -0.966 0.561 1.061 0.66
O 0.768 1.830 -1.187 -1.150 -0.462 0.166 -0.49
H 0.751 2.713 -0.854 -0.168 1.064 0.340 0.28
H 1.648 1.693 -1.471 1.469 -0.211 -0.612 0.28
O -1.125 -1.829 1.705 0.235 1.676 0.794 -0.59
H -1.278 -2.544 1.128 -0.146 -1.546 -0.837 0.32
H -0.222 -1.894 2.037 -0.084 -0.180 -0.017 0.31
O 1.172 0.312 1.664 -1.359 0.583 0.427 -0.54
H 1.146 1.274 1.694 -0.214 0.131 0.109 0.32
H 2.072 0.158 1.478 1.829 -0.602 -0.256 0.26
O -0.938 -0.115 -2.514 -0.681 1.487 -0.585 -0.57
H -1.457 0.701 -2.744 0.935 -0.922 0.274 0.34
H -1.587 -0.804 -2.594 -0.500 -0.733 -0.310 0.34
O -1.653 1.247 1.330 0.799 0.562 -1.154 -0.57
H -2.505 0.986 1.610 -1.890 -0.477 0.049 0.30
H -1.187 1.155 2.141 1.044 -0.105 1.106 0.31
O 1.242 -1.614 -0.851 1.700 -0.747 0.188 -0.59
H 1.378 -1.312 -1.747 -0.069 -0.014 -0.742 0.33
H 2.161 -1.764 -0.543 -0.783 -0.066 0.001 0.30